Record 1
Here is a 2-piece molecular cluster, C41H61F3O5 overall at a distorted geometry from OMol25. Energies are from ωB97M-V/def2-TZVPD.

XYZ file:
```
110
Properties=species:S:1:pos:R:3:forces:R:3
C -1.204 0.707 5.566 -0.1 0.5 0.8
C -2.164 2.016 5.964 0.4 -0.8 -0.2
C -3.658 1.566 6.498 0.4 -0.5 -0.1
C -4.283 0.262 5.671 0.0 0.4 0.4
C -4.428 0.543 4.049 -0.6 0.0 0.6
C -5.335 1.874 3.692 0.7 -0.5 -0.6
C -5.268 2.079 2.059 -1.4 -0.1 0.2
C -6.219 0.957 1.273 0.9 1.4 -1.2
C -5.574 0.842 -0.261 0.7 -1.4 0.9
C -4.262 -0.182 -0.215 -0.4 0.6 -1.5
C -3.521 -0.047 -1.691 0.5 -0.9 0.9
C -2.382 -1.256 -1.737 0.0 0.7 -0.1
C -0.935 -0.817 -1.076 -0.5 -1.4 -0.6
C 0.159 -2.021 -1.452 0.3 1.1 0.7
C 1.265 -2.010 -0.202 0.1 0.4 -0.6
C 0.845 -2.990 1.048 0.0 -0.2 0.5
C 0.769 -2.222 2.512 0.1 -0.2 -0.6
C 2.237 -2.210 3.308 -0.4 1.4 0.2
C 2.877 -0.718 3.026 1.6 2.5 -0.7
C 2.584 0.535 4.083 2.1 1.2 -3.1
C 3.169 2.074 3.815 1.0 -3.6 -3.3
C 4.059 2.259 2.431 -0.9 -2.0 0.1
C 4.363 1.000 1.372 -1.7 -0.8 2.2
C 3.785 -0.509 1.648 -0.5 4.3 2.9
C 5.243 1.310 -0.016 2.9 -2.2 -1.7
O 6.179 0.485 -0.500 -6.0 4.9 3.0
C 4.850 2.755 -0.761 -0.7 1.8 -0.6
C 4.738 2.885 -2.397 -0.7 3.2 2.4
C 4.299 4.340 -3.034 0.0 -0.1 4.5
C 3.970 5.603 -2.010 1.2 -3.7 1.0
C 4.120 5.451 -0.351 0.7 -2.4 -1.5
C 3.801 6.693 0.698 0.3 -0.7 -0.2
C 2.418 6.345 1.544 0.6 0.6 -0.3
C 1.090 6.996 0.810 -0.6 -0.9 0.5
F 0.845 8.405 1.199 0.7 -4.5 -1.7
F 1.185 6.871 -0.672 -0.7 0.7 4.7
F -0.084 6.192 1.282 3.2 2.8 -1.8
C 4.562 4.014 0.302 -0.4 0.3 -3.9
C 4.698 3.726 1.944 1.7 2.1 2.8
O 5.281 4.570 2.806 -3.8 -4.9 -5.3
H -1.471 0.266 4.507 0.6 0.9 2.2
H -1.293 -0.133 6.404 0.2 1.7 -1.9
H -0.101 1.108 5.594 -2.1 -0.9 -0.3
H -1.582 2.591 6.812 -1.3 -1.0 -1.7
H -2.211 2.694 5.002 -0.1 -1.2 2.0
H -3.561 1.220 7.617 -0.2 0.8 -2.1
H -4.390 2.490 6.460 1.4 -2.0 0.1
H -3.628 -0.713 5.878 -1.3 2.2 -0.6
H -5.335 0.027 6.179 2.1 0.6 -1.4
H -4.989 -0.396 3.604 1.3 1.9 0.7
H -3.377 0.662 3.525 -2.1 -0.3 1.2
H -6.435 1.642 4.019 2.0 0.7 -0.6
H -4.945 2.859 4.235 -0.8 -2.3 -1.1
H -5.744 3.129 1.796 1.2 -2.0 0.5
H -4.180 2.014 1.623 -2.0 0.2 1.1
H -6.202 -0.080 1.818 -0.2 2.0 -1.2
H -7.294 1.419 1.149 2.0 -1.2 0.6
H -5.159 1.875 -0.637 -1.1 -1.9 0.7
H -6.329 0.359 -1.035 1.5 1.2 1.6
H -4.601 -1.315 -0.104 0.6 2.5 0.0
H -3.487 0.089 0.620 -1.6 -0.5 -1.4
H -4.336 -0.184 -2.529 1.7 0.3 1.6
H -2.984 1.004 -1.798 -1.2 -2.1 0.2
H -2.824 -2.152 -1.128 1.0 1.5 -1.2
H -2.177 -1.619 -2.831 -0.4 0.7 2.0
H -0.509 0.158 -1.572 -1.0 -1.7 1.2
H -1.051 -0.705 0.107 0.3 -0.1 -2.6
H -0.349 -3.070 -1.594 1.0 2.1 0.4
H 0.650 -1.695 -2.487 -0.9 -0.9 2.3
H 1.296 -0.884 0.190 0.1 -2.5 -0.8
H 2.345 -2.265 -0.627 -2.3 0.4 1.0
H -0.223 -3.472 0.846 2.3 1.0 0.3
H 1.622 -3.873 1.192 -1.7 1.7 -0.6
H 0.451 -1.098 2.308 0.5 -2.4 0.7
H -0.058 -2.774 3.133 1.7 1.2 -1.0
H 2.092 -2.279 4.490 0.2 0.0 -2.7
H 2.948 -3.090 2.946 -1.5 2.1 0.7
H 1.932 0.396 5.058 1.5 0.0 -2.3
H 2.939 2.989 4.542 0.7 -2.3 -1.8
H 4.024 -1.351 0.871 -0.6 1.7 1.8
H 4.948 1.956 -3.112 -0.5 2.3 2.0
H 4.170 4.526 -4.199 0.4 -0.6 2.8
H 3.625 6.614 -2.520 0.8 -2.3 1.5
H 3.742 7.715 0.123 0.0 -2.1 1.1
H 4.685 6.766 1.487 -1.9 -0.3 -1.8
H 2.339 5.181 1.628 -0.3 2.3 -0.4
H 2.549 6.759 2.640 -0.7 -0.6 -2.3
C 3.354 -5.361 -4.032 -0.2 -0.1 -0.3
O 2.186 -5.669 -4.773 0.0 0.3 0.2
C 1.019 -5.725 -3.950 0.1 0.0 -0.7
C -0.226 -5.367 -4.765 0.1 0.2 0.4
O -0.369 -3.958 -4.993 0.3 -0.3 -0.2
C 0.536 -3.384 -5.946 -0.4 0.0 -0.1
C 0.225 -3.782 -7.392 0.6 -0.3 0.3
O 0.705 -5.102 -7.659 -0.4 0.0 0.0
C -0.006 -5.733 -8.711 0.3 0.0 0.3
H 3.569 -6.155 -3.312 0.1 0.1 0.1
H 4.193 -5.275 -4.730 -0.2 -0.1 0.0
H 3.242 -4.401 -3.517 0.0 0.0 0.1
H 1.109 -5.035 -3.100 0.0 0.0 -0.1
H 0.933 -6.750 -3.577 -0.2 0.0 0.2
H -1.105 -5.656 -4.177 0.1 0.2 0.0
H -0.279 -5.926 -5.700 0.3 0.0 0.0
H 1.573 -3.591 -5.678 0.0 -0.2 -0.2
H 0.400 -2.300 -5.859 -0.1 -0.1 0.0
H 0.739 -3.102 -8.080 -0.1 0.2 0.0
H -0.855 -3.722 -7.561 0.0 0.0 0.0
H -1.072 -5.793 -8.471 -0.1 0.1 -0.1
H 0.377 -6.752 -8.819 0.1 0.2 0.1
H 0.144 -5.194 -9.651 -0.1 0.0 -0.1
```
Forces are in eV/Å.

Lowest unoccupied orbital energy, eV: -1.613
2S+1: 1
Orbital gap, eV: 7.13
SMILES: CCCCCCCCCCCCCCCCCCc1ccc2c(c1)C(=O)c1cccc(CCC(F)(F)F)c1C2=O.COCCOCCOC

Löwdin atomic charge list, values in e, 6 entries: -0.15, -0.25, -0.23, -0.22, -0.22, -0.21

Record 2
Here is C41H62AlGe2NSSi4 as an isolated structure at a distorted geometry from OMol25. Energies are from ωB97M-V/def2-TZVPD.

XYZ file:
```
112
Properties=species:S:1:pos:R:3:forces:R:3
Al 0.114 0.905 -0.531 0.2 0.8 0.1
C 0.719 -4.456 3.596 -0.1 0.1 -0.1
C -0.580 -3.778 3.132 0.0 -0.3 0.0
C -1.748 -4.272 4.000 0.1 0.1 -0.1
C -0.871 -4.195 1.688 0.1 0.1 0.2
C -0.410 -2.274 3.277 0.0 0.1 -0.1
C -0.414 -1.709 4.563 0.0 0.2 0.1
C -0.306 -0.353 4.785 0.0 0.0 0.0
C -0.166 0.478 3.687 0.1 0.1 -0.5
S -0.122 2.222 3.597 0.0 -0.3 -0.3
C -0.039 2.121 1.875 0.0 -0.5 0.8
N 0.017 0.882 1.403 -0.1 0.9 0.0
C -0.097 -0.059 2.396 0.0 -0.5 0.9
C -0.226 -1.430 2.194 0.1 0.1 0.0
C -0.130 3.237 0.975 -0.1 0.5 -0.9
C -0.377 4.538 1.417 0.1 -0.2 0.0
C -0.570 5.544 0.492 0.0 0.1 0.0
C -0.537 5.248 -0.866 0.0 -0.1 0.0
C -0.310 3.948 -1.293 0.2 -0.4 -0.1
C -0.079 2.901 -0.403 -0.1 0.0 0.5
H 0.615 -5.538 3.539 0.0 -0.1 0.0
H 0.954 -4.189 4.623 0.0 0.0 0.1
H 1.551 -4.153 2.965 0.1 0.0 0.0
H -1.927 -5.325 3.793 0.0 -0.1 0.0
H -2.653 -3.715 3.765 -0.1 0.0 0.0
H -1.541 -4.176 5.063 0.0 0.0 0.1
H -1.087 -5.259 1.665 0.0 -0.1 -0.1
H -0.018 -4.016 1.039 0.1 0.0 -0.2
H -1.736 -3.662 1.302 -0.1 0.0 -0.1
H -0.534 -2.347 5.424 0.0 -0.1 0.1
H -0.351 0.051 5.785 0.0 0.0 0.1
H -0.221 -1.775 1.170 0.0 -0.3 0.0
H -0.435 4.748 2.476 0.0 0.1 0.1
H -0.771 6.554 0.819 0.0 0.0 0.0
H -0.705 6.033 -1.590 0.0 0.0 0.0
H -0.342 3.728 -2.354 0.0 0.1 -0.1
C 3.347 3.266 1.283 -0.1 -0.6 -0.3
Si 3.729 1.418 1.009 0.3 0.3 0.7
C 3.371 0.456 2.628 -0.1 0.2 -0.6
C 5.597 1.306 0.644 -0.6 -0.1 -0.2
Si 2.580 0.421 -0.874 0.9 -0.5 -0.5
Si 3.235 -1.932 -1.035 0.1 -0.4 0.0
C 2.225 -2.762 -2.432 0.3 0.4 0.5
C 2.963 -2.839 0.625 -0.1 0.5 -0.5
C 5.105 -2.105 -1.396 -0.6 0.3 0.0
Si 3.122 1.625 -2.920 0.1 0.2 -0.5
C 2.965 3.518 -2.765 -0.1 -0.6 0.2
C 4.960 1.299 -3.318 -0.6 -0.1 0.2
C 2.005 1.003 -4.339 0.3 0.1 0.6
H 3.913 3.660 2.122 0.2 -0.1 0.2
H 2.296 3.438 1.482 -0.1 0.1 0.1
H 3.607 3.858 0.411 0.1 0.1 -0.2
H 3.224 1.131 3.467 0.0 0.2 0.1
H 4.191 -0.203 2.887 0.3 -0.1 0.0
H 2.484 -0.165 2.544 -0.2 -0.1 0.0
H 6.179 1.619 1.506 -0.1 0.1 0.3
H 5.881 1.947 -0.184 0.0 0.1 -0.2
H 5.899 0.295 0.395 0.1 -0.2 0.0
H 1.176 -2.480 -2.397 -0.2 0.1 0.1
H 2.275 -3.846 -2.373 0.1 -0.2 0.1
H 2.604 -2.479 -3.409 0.1 0.1 -0.2
H 1.975 -2.665 1.037 -0.2 0.0 0.1
H 3.683 -2.499 1.364 0.2 0.1 0.1
H 3.094 -3.913 0.518 0.0 -0.2 -0.2
H 5.407 -1.606 -2.309 0.0 0.1 -0.2
H 5.390 -3.149 -1.493 -0.1 -0.3 0.0
H 5.699 -1.691 -0.588 0.1 0.1 0.2
H 3.530 3.891 -1.918 0.1 0.0 0.2
H 1.938 3.841 -2.635 -0.2 0.0 0.0
H 3.355 4.011 -3.651 0.1 -0.1 -0.2
H 5.600 1.667 -2.523 0.1 0.1 0.2
H 5.257 1.816 -4.226 -0.1 0.2 -0.2
H 5.186 0.249 -3.460 0.0 -0.2 0.0
H 0.952 1.088 -4.082 -0.2 0.0 0.1
H 2.202 -0.038 -4.578 0.1 -0.2 0.0
H 2.165 1.579 -5.246 0.1 0.2 -0.1
C -5.057 -1.380 -2.885 0.5 0.1 0.2
Ge -3.070 -1.402 -2.853 0.2 -0.3 -0.4
C -2.389 -0.785 -4.624 -0.1 0.0 0.5
C -2.474 -3.295 -2.633 -0.1 0.6 0.1
Ge -2.267 0.097 -0.985 -1.8 -0.4 -0.3
C -3.072 -0.600 0.725 0.6 0.2 -0.5
C -3.646 -1.866 0.774 0.0 -0.1 -0.4
C -4.201 -2.359 1.944 -0.1 -0.1 0.0
C -4.172 -1.599 3.100 0.0 0.0 0.0
C -3.595 -0.343 3.072 0.0 0.1 0.1
C -3.058 0.145 1.896 0.0 0.3 0.0
C -3.159 1.873 -1.292 0.5 -0.4 0.1
C -3.256 2.823 -0.283 0.0 0.0 0.3
C -3.872 4.041 -0.495 0.0 0.0 0.1
C -4.414 4.337 -1.734 0.0 0.0 0.0
C -4.317 3.411 -2.756 -0.1 0.1 -0.1
C -3.686 2.198 -2.536 0.1 -0.3 -0.3
H -5.409 -2.015 -3.693 0.1 -0.1 -0.1
H -5.441 -0.378 -3.046 0.0 0.1 0.0
H -5.470 -1.755 -1.953 0.0 0.0 0.1
H -2.370 -1.625 -5.311 0.0 -0.2 0.0
H -1.384 -0.376 -4.561 0.1 0.0 0.0
H -3.041 -0.027 -5.048 -0.1 0.1 0.0
H -2.440 -3.767 -3.610 0.0 0.0 -0.2
H -3.179 -3.851 -2.023 -0.1 0.0 0.1
H -1.490 -3.377 -2.180 0.1 0.0 0.0
H -3.668 -2.475 -0.121 0.0 -0.1 0.0
H -4.653 -3.341 1.960 0.0 -0.1 -0.1
H -4.594 -1.978 4.020 0.0 -0.1 0.0
H -3.560 0.256 3.971 0.0 0.1 0.1
H -2.623 1.134 1.896 0.0 0.0 0.1
H -2.841 2.618 0.691 0.0 0.1 0.1
H -3.925 4.763 0.306 0.0 0.1 0.1
H -4.905 5.284 -1.897 0.0 0.1 -0.1
H -4.731 3.642 -3.728 0.0 -0.1 -0.1
H -3.610 1.488 -3.350 0.0 0.0 -0.1
```
Forces are in eV/Å.

Energy relative to the best compared isomer or geometry (same formula, charge and spin), kcal per mole: 0.0
Lowest unoccupied orbital energy (spin up / spin down), eV: -3.179 / -6.166
Total charge: +1
<S²>: 0.76
2S+1: 2
Orbital gap (spin up / spin down), eV: 7.58 / 4.59

Löwdin atomic charge list, values in e, 6 entries: 0.25, -0.02, -0.54, -0.03, -0.04, -0.14

Record 3
Here is a 7-piece molecular cluster, C41H63INO9P overall at a distorted geometry from OMol25. Energies are from ωB97M-V/def2-TZVPD.

XYZ file:
```
116
Properties=species:S:1:pos:R:3:forces:R:3
C 3.465 4.367 4.730 -0.1 0.1 0.6
C 2.957 5.472 3.843 0.4 -0.8 -0.1
C 3.421 6.768 3.912 0.6 -0.3 0.7
C 2.909 7.759 3.117 0.3 1.7 -0.5
C 3.407 9.204 3.233 -1.1 -0.4 1.1
C 2.210 10.152 3.107 0.4 0.4 -1.0
O 2.546 11.460 3.567 0.0 -0.4 0.1
C 1.912 7.471 2.210 -0.4 0.2 -0.8
C 1.422 6.195 2.115 -0.4 -0.2 -0.3
C 1.955 5.213 2.925 -0.7 -1.4 0.0
C 1.334 3.846 2.759 0.2 0.0 -0.1
O 1.963 2.808 2.726 -0.4 0.6 0.0
C -0.178 3.883 2.579 1.5 -0.6 0.7
C -0.702 4.871 1.778 1.0 0.8 -0.5
C -2.050 4.983 1.578 -0.3 0.8 -0.7
C -2.870 4.087 2.203 -1.1 -0.2 0.2
C -2.360 3.102 3.015 -0.4 -1.8 0.0
P -3.549 1.985 3.839 0.0 0.8 2.3
N -3.797 2.506 5.315 0.1 0.0 -0.6
C -0.995 2.980 3.220 0.0 -0.5 0.1
I -0.229 1.478 4.501 -0.2 0.3 -0.2
C 0.305 5.826 1.177 0.0 0.2 -0.6
O 0.228 6.240 0.033 -0.2 -0.1 1.1
H 2.672 4.110 5.445 0.1 -0.1 -0.1
H 3.709 3.451 4.199 0.0 0.2 -0.1
H 4.319 4.665 5.342 0.0 0.1 -0.2
H 4.209 6.995 4.625 -0.1 0.1 0.0
H 4.190 9.425 2.509 0.0 0.1 0.1
H 3.760 9.324 4.264 0.4 0.1 -0.3
H 1.975 10.227 2.035 -0.3 -0.1 0.2
H 1.330 9.770 3.637 0.2 -0.1 0.0
H 1.754 11.988 3.427 0.1 0.2 0.1
H 1.478 8.209 1.547 0.2 0.1 0.1
H -2.447 5.772 0.950 0.0 -0.1 0.0
H -3.951 4.118 2.117 0.1 0.2 -0.3
H -3.037 0.674 3.951 -0.2 0.0 -1.0
H -4.757 1.951 3.098 0.5 -0.2 -0.4
H -3.226 3.332 5.464 -0.2 0.0 0.3
C -0.336 -0.438 -0.267 0.2 0.1 0.1
C -1.069 -1.720 0.096 -0.2 0.0 -0.1
C -2.040 -1.234 1.159 0.1 0.1 0.3
O -2.355 0.129 0.839 0.1 -0.1 0.0
C -1.446 0.596 -0.168 -0.1 0.1 -0.1
H 0.134 -0.466 -1.249 0.0 0.0 0.0
H 0.438 -0.229 0.476 0.0 0.0 0.0
H -1.617 -2.092 -0.772 0.1 0.0 0.0
H -0.415 -2.515 0.450 0.0 0.0 0.0
H -1.581 -1.250 2.155 0.0 -0.1 0.0
H -2.959 -1.822 1.192 0.0 0.1 0.0
H -1.998 0.677 -1.111 0.1 0.0 0.0
H -1.078 1.587 0.106 -0.1 0.0 0.1
C 3.166 -0.069 7.330 0.2 -0.1 0.1
C 2.457 0.498 8.554 -0.2 0.0 0.0
C 3.105 1.868 8.682 0.2 0.0 0.0
O 3.453 2.281 7.357 0.0 -0.1 0.0
C 3.325 1.170 6.463 -0.1 0.1 -0.1
H 2.616 -0.867 6.833 0.0 0.0 0.0
H 4.147 -0.457 7.615 0.0 0.0 0.0
H 1.389 0.606 8.349 0.0 0.0 0.0
H 2.571 -0.111 9.450 0.0 0.0 0.0
H 4.025 1.819 9.276 0.0 0.0 0.1
H 2.442 2.608 9.132 0.0 0.1 -0.1
H 2.438 1.334 5.842 0.1 -0.1 -0.1
H 4.200 1.122 5.813 0.0 0.1 0.0
C -0.873 -3.221 -4.926 0.2 0.2 0.0
C -1.250 -4.447 -4.111 -0.2 0.0 0.1
C -0.277 -4.359 -2.948 0.2 -0.1 0.0
O -0.015 -2.966 -2.732 -0.1 0.0 -0.1
C -0.532 -2.215 -3.837 -0.1 0.0 0.2
H -1.662 -2.877 -5.591 0.0 0.0 0.0
H 0.010 -3.436 -5.529 0.0 0.0 0.0
H -2.278 -4.351 -3.748 0.0 0.0 0.0
H -1.170 -5.382 -4.662 0.1 0.0 0.0
H 0.673 -4.848 -3.189 -0.1 -0.1 0.0
H -0.674 -4.801 -2.032 0.0 0.1 0.1
H -1.427 -1.679 -3.496 0.0 0.1 -0.1
H 0.210 -1.481 -4.156 0.0 0.0 0.1
C 4.712 -6.974 -3.871 0.0 -0.2 0.0
C 4.844 -6.648 -5.352 0.1 0.2 0.0
C 3.402 -6.745 -5.823 -0.2 -0.2 0.0
O 2.579 -6.370 -4.713 0.2 -0.1 0.0
C 3.384 -6.317 -3.527 -0.1 0.2 0.0
H 5.538 -6.605 -3.265 0.0 0.0 0.0
H 4.643 -8.056 -3.732 0.0 0.0 0.0
H 5.210 -5.626 -5.476 0.0 0.0 0.0
H 5.513 -7.316 -5.893 0.0 0.0 0.0
H 3.145 -7.773 -6.104 0.1 0.0 -0.1
H 3.189 -6.090 -6.669 -0.1 0.0 0.0
H 3.521 -5.265 -3.258 0.0 0.0 0.1
H 2.865 -6.819 -2.710 -0.1 0.0 -0.1
C -5.518 -1.184 -0.543 0.1 -0.1 0.1
C -6.734 -2.102 -0.546 -0.1 0.1 -0.1
C -7.155 -2.067 0.916 0.1 0.0 0.1
O -6.786 -0.779 1.416 0.0 -0.1 -0.1
C -5.932 -0.128 0.470 -0.1 0.2 0.0
H -5.279 -0.765 -1.519 0.0 0.0 0.0
H -4.642 -1.727 -0.181 0.0 0.0 0.0
H -7.521 -1.675 -1.173 0.0 0.0 0.0
H -6.524 -3.110 -0.904 0.0 0.0 0.0
H -6.623 -2.825 1.501 0.0 -0.1 0.0
H -8.227 -2.216 1.050 0.0 0.1 0.1
H -6.505 0.675 -0.007 0.1 0.0 -0.1
H -5.080 0.314 0.989 0.0 0.0 0.0
C 0.088 -5.225 -9.461 0.2 -0.1 0.1
C -1.128 -6.135 -9.354 -0.1 0.1 -0.1
C -1.461 -6.034 -7.873 0.1 -0.1 0.2
O -1.059 -4.727 -7.450 0.0 -0.2 -0.3
C -0.260 -4.123 -8.473 -0.2 0.1 0.0
H 0.271 -4.850 -10.467 0.0 0.0 0.0
H 0.982 -5.759 -9.128 0.0 0.0 0.0
H -1.949 -5.730 -9.952 0.0 0.0 0.0
H -0.944 -7.158 -9.680 0.0 0.0 0.0
H -0.898 -6.769 -7.288 0.0 -0.1 0.0
H -2.524 -6.170 -7.670 0.0 0.1 0.1
H -0.856 -3.336 -8.949 0.1 0.0 -0.1
H 0.622 -3.665 -8.022 0.0 0.0 0.1
```
Forces are in eV/Å.

Lowest unoccupied orbital energy, eV: -0.613
2S+1: 1
Orbital gap, eV: 7.55
SMILES: Cc1cc(CCO)cc2c1C(=O)c1c(ccc([PH2]=N)c1I)C2=O.C1CCOC1.C1CCOC1.C1CCOC1.C1CCOC1.C1CCOC1.C1CCOC1

Löwdin atomic charge list, values in e, 6 entries: -0.02, -0.17, 0.02, -0.20, -0.11, -0.28